No. 1
Computed, not measured: the molecule C4H5NO2, with ωB97M-V with the def2-TZVPD basis set.

CARTESIAN COORDINATES (ANGSTROEM)
O 0.49666 -2.39383 -0.80593
C 0.23521 -1.28213 -0.41502
N -0.86860 -0.51525 -0.80419
C -0.68759 0.89136 -0.46027
C 0.40795 0.87818 0.58879
O 0.12819 -0.03026 1.63160
C 1.00861 -0.45612 0.58424
H -1.75422 -0.94495 -0.58411
H -1.61837 1.35750 -0.12543
H -0.33188 1.44146 -1.34040
H 0.96919 1.77225 0.84354
H 2.01485 -0.71820 0.88716

Calculated values
Energy relative to the best compared isomer or geometry (same formula, charge and spin) ... 31.2 kcal per mole
LUMO ... 0.9 eV
Structure (SMILES) ... O=C1NC[C@H]2O[C@@H]12
Charge ... 0
Total energy ... -9812.9628 eV

---

No. 2
Computed, not measured: the molecule C4H11N3S, with ωB97M-V with the def2-TZVPD basis set.

CARTESIAN COORDINATES (ANGSTROEM)
C 1.67117 0.10104 0.89061
C 1.21110 -1.32772 1.03096
N 0.05023 -1.77629 0.23069
N -0.02258 -1.38310 -1.08400
C -0.53457 -0.23890 -1.33207
N -1.22922 0.63359 -0.51950
C -1.50370 1.97552 -1.03974
S -2.15264 0.19051 0.81134
H 0.97994 0.83974 1.29686
H 2.68872 0.23212 1.33600
H 1.70495 0.35014 -0.22040
H 2.01175 -1.98717 0.69810
H 1.03317 -1.63394 2.06376
H -0.01100 -2.78903 0.24623
H -0.31030 0.13022 -2.30485
H -0.82778 2.17862 -1.89322
H -2.49796 2.06615 -1.33467
H -1.21595 2.75110 -0.32050
H -1.04534 -0.31257 1.44441

Calculated values
Energy relative to the best compared isomer or geometry (same formula, charge and spin) ... 67.0 kcal per mole
LUMO ... 0.8 eV
Structure (SMILES) ... CCN/N=C\N(C)S
Charge ... 0
Total energy ... -19629.2569 eV

---

No. 3
Computed, not measured: a cluster of 12 separate species, C24H56N8O28S4 in total, with ωB97M-V with the def2-TZVPD basis set.

CARTESIAN COORDINATES (ANGSTROEM)
C -5.20821 -1.42181 -1.77099
N -5.73169 -2.56333 -0.96084
O -5.25967 -2.69940 0.15682
O -6.52576 -3.31460 -1.47456
H -5.85464 -1.32661 -2.63502
H -4.20902 -1.74216 -2.05479
H -5.23852 -0.53435 -1.15099
C -1.74352 -5.53556 -1.85197
N -2.87747 -4.60536 -2.11430
O -2.70349 -3.75660 -2.97421
O -3.90012 -4.76875 -1.49134
H -1.40877 -5.36186 -0.83332
H -0.96204 -5.25687 -2.55079
H -2.07158 -6.55510 -2.01463
C -5.10115 -0.53926 2.76299
N -4.18791 0.36854 2.02371
O -4.00453 1.48523 2.46749
O -3.65347 -0.07028 1.02822
H -4.54853 -1.44873 2.98558
H -5.91915 -0.81089 2.10085
H -5.44710 -0.05256 3.66512
C 0.72362 -1.14094 6.12196
N -0.04338 -1.02663 4.85634
O 0.58835 -0.86448 3.83232
O -1.24240 -1.21801 4.88710
H 1.16869 -2.13244 6.05824
H 0.03357 -1.07122 6.95278
H 1.48629 -0.37146 6.14610
O 1.16423 0.15007 -0.95202
S -0.00746 -0.01950 -0.17929
O -0.73831 1.13927 0.17502
O -0.99230 -1.05824 -0.89902
C -1.43600 -2.08566 -0.03474
C -0.89010 -1.74544 1.33856
O 0.29488 -0.96837 1.04113
H -2.52174 -2.19392 -0.02951
H -1.02400 -3.05459 -0.33760
H -0.57457 -2.56852 1.97170
H -1.51897 -1.11320 1.96651
O -6.44746 3.52033 -2.72427
S -5.24233 2.87549 -3.07791
O -5.15311 2.15759 -4.29626
O -4.04623 3.89573 -2.94710
C -2.86613 3.24887 -2.41425
C -3.34845 1.98857 -1.69965
O -4.78763 1.91462 -1.89381
H -2.19410 3.01822 -3.23894
H -2.41369 3.97757 -1.75275
H -3.18930 2.00588 -0.62711
H -2.96080 1.08737 -2.17038
O 4.66860 2.64601 -3.84509
S 5.21496 2.34540 -2.57799
O 5.75433 3.37682 -1.80120
O 4.10847 1.54434 -1.74840
C 4.43378 0.17463 -1.55066
C 5.65572 -0.11280 -2.42154
O 6.25978 1.16202 -2.67663
H 4.62732 -0.01454 -0.49492
H 3.60002 -0.47764 -1.80343
H 5.40913 -0.60698 -3.36176
H 6.40010 -0.70807 -1.89963
O 1.16825 4.20848 4.72879
S 0.38187 3.04670 4.72426
O 0.80751 1.89458 5.44807
O -1.11280 3.36595 5.17938
C -1.98622 2.44417 4.53348
C -1.31113 2.01151 3.22428
O -0.00387 2.65148 3.25568
H -2.15271 1.61979 5.23521
H -2.98841 2.82674 4.35358
H -1.73124 2.42664 2.31733
H -1.17257 0.93766 3.11777
C 2.73535 1.14219 2.11331
N 3.75581 0.96164 3.10226
C 4.36143 -0.33053 3.24585
C 4.12435 1.98350 3.91585
O 4.96204 1.89878 4.79127
H 2.13937 0.23847 1.98633
H 3.12767 1.34668 1.10399
H 2.07024 1.97494 2.32629
H 3.58835 -1.09461 3.36571
H 4.95642 -0.57485 2.35768
H 5.01983 -0.34763 4.10745
H 3.57371 2.92244 3.74271
C 1.58153 -4.46439 1.98662
N 2.37048 -4.01434 0.87572
C 2.73813 -5.01030 -0.10249
C 2.91713 -2.77772 0.85184
O 3.73463 -2.39351 0.03737
H 2.05815 -5.30569 2.49301
H 0.57754 -4.76080 1.66621
H 1.46857 -3.63724 2.69115
H 3.34066 -5.78962 0.37641
H 1.86369 -5.50566 -0.53422
H 3.30955 -4.56964 -0.91306
H 2.60348 -2.16468 1.70845
C 1.03778 -2.07423 -3.83116
N 0.52154 -0.74030 -4.03073
C 1.44140 0.34386 -4.31266
C -0.79066 -0.47840 -3.85696
O -1.33088 0.60714 -3.99579
H 2.00074 -2.02088 -3.32222
H 1.09741 -2.61871 -4.77576
H 0.38255 -2.64148 -3.16453
H 2.09008 0.47829 -3.44465
H 1.90482 0.23810 -5.29089
H 0.82888 1.24224 -4.33806
H -1.35981 -1.37192 -3.55490
C 1.53209 3.73778 -3.15630
N 0.63686 4.75151 -2.64656
C 0.19932 4.49529 -1.31085
C 0.10439 5.75089 -3.39052
O -0.68893 6.57237 -2.98567
H 1.75036 3.86472 -4.22156
H 1.07974 2.75368 -3.06946
H 2.51548 3.82437 -2.69305
H -0.61297 5.15215 -1.01350
H -0.12054 3.45226 -1.20586
H 1.01060 4.61220 -0.58292
H 0.49593 5.74211 -4.42392

Calculated values
LUMO ... -0.9 eV
Structure (SMILES) ... C[N+](=O)[O-].C[N+](=O)[O-].C[N+](=O)[O-].C[N+](=O)[O-].O=S1(=O)OCCO1.O=S1(=O)OCCO1.O=S1(=O)OCCO1.O=S1(=O)OCCO1.CN(C)C=O.CN(C)C=O.CN(C)C=O.CN(C)C=O
Charge ... 0
Total energy ... -138374.0468 eV